Density functional theory data (ωB97M-V/def2-TZVPD) for the molecule C5H8O2S in a non-equilibrium geometry.

Structure (ORCA input):
```
! wB97M-V def2-TZVPD RIJCOSX def2/J DEFGRID3
* xyz 0 1
S 0.247 1.878 -1.598
O 0.627 -2.289 0.697
O -1.790 1.561 0.129
C 0.769 -0.976 0.067
C 0.422 1.078 1.127
C -0.565 -0.444 -0.426
C -0.544 1.061 -0.110
C 1.180 -0.025 1.139
H -0.930 -0.526 -1.510
H 1.349 -1.193 -0.790
H 0.414 1.943 1.709
H -2.441 0.854 -0.106
H 1.894 -0.256 1.804
H -0.468 1.159 -2.465
H 1.271 -2.766 0.230
H -1.437 -1.059 0.102
*
```

## Properties
LUMO energy   0.0242 Ha
Kohn-Sham gap   9.85 eV
Strongest force on any atom   4.3 eV/Å
SMILES   O[C@@H]1C=C[C@@](O)(S)C1

Listed below, in e, are the natural (NBO) charges computed for each atom:
1. S -0.067
2. O -0.712
3. O -0.703
4. C 0.030
5. C -0.183
6. C -0.452
7. C 0.147
8. C -0.174
9. H 0.212
10. H 0.191
11. H 0.219
12. H 0.480
13. H 0.211
14. H 0.110
15. H 0.462
16. H 0.228

Density functional theory data (ωB97M-V/def2-TZVPD) for a cluster of 2 separate species, C4H9N2O in total in a non-equilibrium geometry.

Structure (ORCA input):
```
! wB97M-V def2-TZVPD RIJCOSX def2/J DEFGRID3
* xyz 2 2
O 1.226 -2.280 0.395
N -0.234 -2.057 2.111
N 0.294 0.882 -1.308
C 0.294 -0.341 -1.663
C -0.842 1.619 -0.842
C -0.775 2.926 -0.673
C 0.970 -2.064 1.610
H -1.592 3.474 -0.231
H 0.078 3.497 -1.009
H 1.795 -1.840 2.304
H -1.621 0.984 -0.446
H -0.372 -1.791 3.082
H -0.636 -0.893 -1.583
H -0.923 -2.693 1.708
H 1.170 1.400 -1.374
H 1.168 -0.822 -2.081
*
```

## Properties
LUMO energy (alpha / beta)   -0.3265 / -0.4911 Ha
Kohn-Sham gap (alpha / beta)   9.37 / 4.89 eV
Strongest force on any atom   1.1 eV/Å

Listed below, in e, are the natural (NBO) charges computed for each atom:
1. O -0.021
2. N -0.679
3. N -0.385
4. C 0.085
5. C -0.109
6. C -0.242
7. C 0.462
8. H 0.264
9. H 0.231
10. H 0.305
11. H 0.229
12. H 0.471
13. H 0.223
14. H 0.463
15. H 0.453
16. H 0.251

Density functional theory data (ωB97M-V/def2-TZVPD) for a structure of composition C35H46N6O3P2Re in a non-equilibrium geometry.

Structure (ORCA input):
```
! wB97M-V def2-TZVPD RIJCOSX def2/J DEFGRID3
* xyz 2 4
Re -0.326 -2.091 1.415
P 1.430 3.056 -0.786
P -2.431 2.902 -0.636
O -1.505 -4.712 -0.319
O 1.555 -3.657 2.677
O -0.618 -7.847 2.745
N -0.642 -6.416 0.956
N 2.804 4.172 -0.671
N -3.640 2.670 -1.886
N 1.586 2.670 -2.544
N -3.142 4.439 -0.065
N -0.355 -4.242 1.660
C 1.140 -6.262 4.248
C -4.002 5.940 1.396
C 0.759 -2.346 -1.436
C -1.192 3.709 -1.719
C -3.461 4.662 1.278
C -1.496 -1.857 -0.309
C 3.415 4.925 -1.686
C 1.041 -6.065 2.708
C 1.501 1.335 -2.968
C 1.441 -1.177 0.810
C 1.650 3.443 -3.708
C 3.158 4.794 0.551
C 3.866 5.961 0.290
C -4.029 6.519 0.086
C -0.415 -1.308 3.288
C 1.214 0.172 0.164
C -3.442 5.603 -0.785
C 1.785 2.598 -4.809
C -0.143 -6.875 2.180
C 2.095 -5.395 5.039
C 3.658 -5.966 2.255
C -1.233 -0.595 0.368
C 1.262 -2.371 0.001
C -0.892 -5.072 0.677
C -0.739 -2.180 -1.595
C -4.583 1.639 -1.794
C 3.990 6.065 -1.140
C 0.780 -4.584 2.345
C -0.233 0.355 -0.292
C -5.489 1.750 -2.842
C -5.124 2.906 -3.601
C -3.976 3.428 -3.008
C 0.049 4.263 -0.986
C 1.663 1.261 -4.338
C 2.296 -6.602 1.977
H 0.441 5.137 -1.532
H 2.864 4.351 1.492
H -0.181 4.601 0.036
H -1.246 -7.042 0.449
H -5.663 3.327 -4.443
H 0.129 -6.147 4.652
H -4.436 7.479 -0.197
H 1.958 -3.202 0.196
H 1.973 2.886 -5.833
H 1.038 -3.323 -1.861
H -6.323 1.087 -3.038
H 4.162 -5.746 1.299
H -4.325 6.403 2.316
H 3.133 -5.691 4.858
H 1.294 -1.594 -2.036
H -3.177 5.695 -1.832
H 3.563 -5.032 2.821
H 0.311 -1.857 3.910
H 1.956 -4.336 4.796
H 1.400 -7.315 4.404
H -3.252 3.883 2.006
H 1.691 0.332 -4.883
H -4.501 0.923 -0.992
H -0.932 -1.414 -2.355
H -2.042 -0.109 0.922
H 2.359 -7.673 2.215
H -1.406 -1.457 3.735
H 1.882 -5.550 6.104
H 4.299 -6.670 2.813
H -3.364 4.249 -3.327
H -0.319 0.236 -1.376
H 2.216 -1.171 1.583
H 4.432 6.884 -1.700
H -1.147 -3.124 -1.969
H -0.165 -0.237 3.280
H 4.259 6.670 1.016
H 1.460 0.988 0.855
H -2.512 -2.272 -0.299
H 1.269 0.538 -2.292
H 1.914 0.279 -0.675
H -0.574 1.382 -0.090
H -0.927 2.912 -2.427
H 1.601 4.522 -3.676
H 3.389 4.597 -2.713
H 2.100 -6.547 0.899
H -1.630 4.533 -2.298
*
```

## Properties
LUMO energy (alpha / beta)   -0.2468 / -0.3387 Ha
Kohn-Sham gap (alpha / beta)   5.71 / 3.21 eV
Strongest force on any atom   5.5 eV/Å

Listed below, in e, are the Löwdin charges computed for each atom:
1. Re 1.637
2. P 1.145
3. P 1.129
4. O 0.081
5. O 0.008
6. O 0.149
7. N 0.205
8. N -0.265
9. N -0.277
10. N -0.224
11. N -0.207
12. N 0.037
13. C -0.158
14. C 0.028
15. C -0.142
16. C -0.383
17. C 0.003
18. C -0.257
19. C -0.140
20. C -0.280
21. C -0.167
22. C -0.262
23. C -0.152
24. C -0.153
25. C -0.077
26. C 0.036
27. C -0.187
28. C -0.242
29. C 0.016
30. C -0.058
31. C -0.369
32. C -0.080
33. C -0.076
34. C -0.321
35. C -0.199
36. C -0.478
37. C -0.174
38. C -0.135
39. C -0.067
40. C -0.369
41. C -0.246
42. C -0.060
43. C -0.042
44. C -0.137
45. C -0.368
46. C -0.069
47. C -0.154
48. H 0.092
49. H 0.095
50. H 0.070
51. H 0.170
52. H 0.113
53. H 0.126
54. H 0.131
55. H 0.132
56. H 0.106
57. H 0.133
58. H 0.109
59. H 0.083
60. H 0.128
61. H 0.075
62. H 0.119
63. H 0.120
64. H 0.060
65. H 0.041
66. H 0.065
67. H 0.134
68. H 0.137
69. H 0.101
70. H 0.094
71. H 0.128
72. H 0.110
73. H 0.135
74. H 0.046
75. H 0.090
76. H 0.092
77. H 0.089
78. H 0.086
79. H 0.137
80. H 0.104
81. H 0.110
82. H 0.043
83. H 0.104
84. H 0.074
85. H 0.130
86. H 0.038
87. H 0.089
88. H 0.008
89. H 0.083
90. H 0.107
91. H 0.084
92. H 0.117
93. H 0.062

Density functional theory data (ωB97M-V/def2-TZVPD) for a cluster of 2 separate species, C5H10O2 in total.

Structure (ORCA input):
```
! wB97M-V def2-TZVPD RIJCOSX def2/J DEFGRID3
* xyz 0 1
O -1.619 1.280 2.268
O 0.348 -0.593 1.474
C 0.413 0.694 -1.697
C -0.726 0.374 -0.693
C 1.420 -0.102 -0.821
C 0.250 -0.528 0.057
C -0.015 -1.779 0.761
H -1.080 1.212 -0.088
H 0.730 -2.574 0.782
H -0.985 0.543 2.218
H 0.646 1.756 -1.805
H 2.114 0.542 -0.271
H -1.046 -2.099 0.905
H -1.597 -0.141 -1.108
H 1.987 -0.901 -1.308
H 0.253 0.265 -2.689
H -1.094 2.049 2.016
*
```

## Properties
LUMO energy   0.0333 Ha
Kohn-Sham gap   11.35 eV
Strongest force on any atom   0.3 eV/Å
SMILES   C1CC2(C1)CO2.O

Listed below, in e, are the natural (NBO) charges computed for each atom:
1. O -0.957
2. O -0.514
3. C -0.397
4. C -0.435
5. C -0.429
6. C 0.213
7. C -0.101
8. H 0.234
9. H 0.186
10. H 0.488
11. H 0.208
12. H 0.221
13. H 0.187
14. H 0.216
15. H 0.214
16. H 0.207
17. H 0.458

Density functional theory data (ωB97M-V/def2-TZVPD) for the ion C6H13O with charge -1 in a non-equilibrium geometry.

Structure (ORCA input):
```
! wB97M-V def2-TZVPD RIJCOSX def2/J DEFGRID3
* xyz -1 1
O 0.598 -2.679 2.574
C -0.070 0.047 1.005
C 1.107 -2.231 1.463
C -0.317 1.390 -1.258
C -0.285 0.025 -0.543
C 1.224 -0.562 1.409
C -1.695 1.738 -1.812
H 2.226 -2.502 1.185
H -2.455 1.499 -1.060
H 0.167 2.197 -0.712
H 2.159 -0.417 0.877
H -1.178 -0.585 -0.781
H 0.656 -2.574 0.498
H -0.868 -0.519 1.499
H -1.850 1.132 -2.712
H 0.521 -0.587 -0.954
H 1.536 -0.379 2.451
H -0.080 1.119 1.240
H 0.310 1.134 -2.105
H -1.709 2.754 -2.263
*
```

## Properties
LUMO energy   0.1300 Ha
Kohn-Sham gap   5.74 eV
Strongest force on any atom   3.4 eV/Å
SMILES   CCCCCC[O-]

Listed below, in e, are the natural (NBO) charges computed for each atom:
1. O -0.921
2. C -0.412
3. C 0.047
4. C -0.409
5. C -0.398
6. C -0.487
7. C -0.608
8. H 0.008
9. H 0.206
10. H 0.193
11. H 0.171
12. H 0.190
13. H 0.051
14. H 0.221
15. H 0.195
16. H 0.203
17. H 0.200
18. H 0.167
19. H 0.191
20. H 0.193

Density functional theory data (ωB97M-V/def2-TZVPD) for a cluster of 2 separate species, C5H11NO2 in total in a non-equilibrium geometry.

Structure (ORCA input):
```
! wB97M-V def2-TZVPD RIJCOSX def2/J DEFGRID3
* xyz 1 2
O -1.884 -0.931 -0.688
O 1.021 -1.114 -1.113
N 1.582 1.002 -1.698
C -1.077 0.660 1.169
C 0.161 -0.102 1.368
C 1.415 0.422 0.655
C 1.351 0.015 -0.799
C -2.309 0.195 1.638
H -2.404 -0.524 -1.406
H 1.549 0.823 -2.697
H 2.281 -0.020 1.123
H -1.423 -1.612 -1.218
H 1.476 1.502 0.795
H 0.421 -0.078 2.440
H -0.099 -1.125 1.069
H -2.359 -0.683 2.278
H -3.195 0.638 1.256
H -1.006 1.585 0.601
H 2.098 1.838 -1.487
*
```

## Properties
LUMO energy (alpha / beta)   -0.1736 / -0.2927 Ha
Kohn-Sham gap (alpha / beta)   8.98 / 5.73 eV
Strongest force on any atom   1.3 eV/Å

Listed below, in e, are the natural (NBO) charges computed for each atom:
1. O -0.948
2. O -0.620
3. N -0.809
4. C 0.170
5. C -0.523
6. C -0.496
7. C 0.672
8. C -0.039
9. H 0.492
10. H 0.416
11. H 0.264
12. H 0.518
13. H 0.219
14. H 0.296
15. H 0.305
16. H 0.228
17. H 0.223
18. H 0.229
19. H 0.403

Summary of E in eV
-20242.9866; -9300.3945; -72812.1517; -9440.3012; -8478.8974; -10939.4854
(order as listed above)
Summary of energy relative to the best compared isomer or geometry (same formula, charge and spin) in eV
1.9417; 1.6647; 0.0000; 2.7418; 1.0433; 0.9913
(order as listed above)